Here is a structure of composition C50H43F5Ge2N5O6Ti at a distorted geometry from the Open Molecules 2025 dataset. Energies are from the ωB97M-V functional and the def2-TZVPD basis.

DFT total energy = -222020.4764 eV
Frontier orbital gap (alpha / beta) = 0.2308 / 0.2192 Eh
<S²> = 0.801
Highest occupied orbital energy (alpha / beta) = -6.70 / -6.92 eV
LUMO level (alpha / beta) = -0.42 / -0.95 eV

ORCA input file:
```
! wB97M-V def2-TZVPD RIJCOSX def2/J DEFGRID3
* xyz 0 2
Ti 0.322 0.064 0.075
C 1.137 -3.472 2.705
O 1.987 -3.449 1.531
C 1.743 -2.294 0.932
N 0.798 -1.553 1.405
C 0.162 -2.294 2.508
C 0.024 -1.492 3.780
C 1.092 -0.720 4.237
C 0.974 0.020 5.405
C -0.217 -0.003 6.124
C -1.278 -0.777 5.675
C -1.156 -1.523 4.508
C 2.502 -1.851 -0.192
C 3.502 -2.592 -0.782
C 4.200 -2.055 -1.841
C 3.925 -0.730 -2.204
C 2.941 -0.034 -1.568
N 2.126 -0.590 -0.610
C 2.736 1.391 -1.814
N 1.902 2.097 -1.183
C 1.960 3.457 -1.749
C 3.202 3.397 -2.652
O 3.500 1.984 -2.751
C 1.906 4.539 -0.686
C 2.830 5.574 -0.597
C 2.700 6.558 0.380
C 1.632 6.531 1.265
C 0.688 5.512 1.166
C 0.830 4.524 0.205
H 1.769 -3.320 3.577
H 0.653 -4.439 2.774
H -0.816 -2.622 2.162
H 2.015 -0.695 3.666
H 1.811 0.614 5.756
H -0.321 0.593 7.023
H -2.215 -0.781 6.220
H -2.000 -2.099 4.139
H 3.700 -3.587 -0.406
H 4.965 -2.626 -2.349
H 4.491 -0.222 -2.975
H 1.068 3.585 -2.369
H 4.070 3.893 -2.225
H 3.021 3.779 -3.650
H 3.662 5.638 -1.289
H 3.430 7.358 0.434
H 1.522 7.312 2.008
H -0.179 5.498 1.822
H 0.093 3.731 0.128
C 3.035 2.305 1.805
C 1.601 2.227 2.181
N 0.684 1.418 1.687
C -0.479 1.620 2.404
C -0.278 2.607 3.313
N 1.052 2.960 3.153
C -1.189 3.244 4.300
O -0.704 4.360 4.927
O -2.268 2.848 4.568
C -1.618 0.695 2.067
O -2.605 0.591 2.735
O -1.344 -0.003 0.979
H 3.226 1.609 0.996
H 3.666 2.045 2.658
H 3.293 3.312 1.468
H 1.569 3.636 3.685
H 0.052 4.748 4.476
F 0.476 0.116 -3.225
C -0.414 1.045 -2.807
C -0.635 1.234 -1.448
C -1.572 2.224 -1.198
F -1.909 2.586 0.068
C -2.240 2.943 -2.174
F -3.138 3.876 -1.847
C -1.983 2.684 -3.498
F -2.619 3.354 -4.457
C -1.047 1.724 -3.820
F -0.789 1.457 -5.103
C -3.745 -2.584 1.270
Ge -2.543 -3.445 -0.027
C -1.817 -5.054 0.858
C -3.611 -4.179 -1.502
Ge -1.035 -1.859 -1.177
C 0.074 -3.093 -2.277
C 0.568 -4.225 -1.614
C 1.432 -5.124 -2.231
C 1.835 -4.906 -3.542
C 1.357 -3.792 -4.224
C 0.487 -2.900 -3.600
C -2.533 -1.154 -2.279
C -3.505 -0.379 -1.633
C -4.597 0.131 -2.328
C -4.741 -0.121 -3.688
C -3.792 -0.893 -4.342
C -2.704 -1.407 -3.640
H -3.965 -3.278 2.088
H -4.684 -2.328 0.774
H -3.320 -1.667 1.683
H -2.672 -5.632 1.223
H -1.176 -4.829 1.711
H -1.261 -5.670 0.148
H -4.284 -4.959 -1.128
H -2.948 -4.616 -2.254
H -4.203 -3.392 -1.973
H 0.260 -4.419 -0.591
H 1.784 -5.998 -1.692
H 2.509 -5.600 -4.032
H 1.662 -3.615 -5.250
H 0.145 -2.036 -4.158
H -3.405 -0.161 -0.574
H -5.335 0.730 -1.804
H -5.589 0.281 -4.234
H -3.896 -1.100 -5.402
H -1.987 -2.025 -4.171
*
```

These are the Löwdin partial charges, in e, on atoms 1 to 5:
1 Ti 0.919
2 C -0.036
3 O 0.049
4 C -0.357
5 N 0.051



Here is the molecule C25H29N3O7 from the Open Molecules 2025 dataset. Energies are from the ωB97M-V functional and the def2-TZVPD basis.

DFT total energy = -45199.9564 eV
Frontier orbital gap = 0.3139 Eh
SMILES = COCCNC(=O)CCCn1c(=O)c2cc(OC)c(OC)cc2n(CC(=O)c2ccccc2)c1=O
Highest occupied orbital energy = -8.32 eV
LUMO level = 0.22 eV

ORCA input file:
```
! wB97M-V def2-TZVPD RIJCOSX def2/J DEFGRID3
* xyz 0 1
C 3.624 2.478 -2.394
O 4.000 1.768 -1.244
C 4.783 0.628 -1.532
C 4.977 -0.155 -0.242
N 3.711 -0.704 0.187
C 3.615 -1.775 0.992
O 4.583 -2.366 1.429
C 2.184 -2.182 1.333
H 1.524 -1.313 1.311
H 2.202 -2.578 2.350
C 1.665 -3.276 0.396
C 1.247 -2.765 -0.983
N 0.128 -1.826 -0.905
C 0.368 -0.508 -1.200
O 1.476 -0.116 -1.535
N -0.685 0.368 -1.111
C -1.962 -0.039 -0.758
C -2.194 -1.388 -0.497
C -3.477 -1.829 -0.143
C -4.526 -0.946 -0.039
C -4.290 0.431 -0.306
C -3.026 0.861 -0.667
H -2.872 1.904 -0.875
O -5.363 1.237 -0.180
C -5.216 2.617 -0.429
H -4.939 2.809 -1.470
H -6.194 3.053 -0.230
H -4.475 3.073 0.233
O -5.798 -1.267 0.300
C -6.091 -2.619 0.563
H -5.901 -3.248 -0.312
H -7.151 -2.646 0.807
H -5.512 -2.996 1.412
H -3.590 -2.884 0.041
C -1.119 -2.363 -0.591
O -1.253 -3.556 -0.419
C -0.415 1.763 -1.403
C -0.613 2.646 -0.171
O -1.283 3.650 -0.216
C 0.028 2.143 1.063
C -0.732 2.094 2.231
C -0.180 1.604 3.399
C 1.143 1.190 3.419
C 1.911 1.267 2.269
C 1.359 1.731 1.087
H 1.979 1.807 0.207
H 2.946 0.961 2.287
H 1.577 0.813 4.332
H -0.779 1.553 4.296
H -1.759 2.426 2.203
H -1.051 2.116 -2.220
H 0.633 1.821 -1.717
H 2.071 -2.256 -1.482
H 0.916 -3.613 -1.587
H 2.445 -4.027 0.258
H 0.804 -3.767 0.852
H 2.892 -0.304 -0.253
H 5.372 0.519 0.527
H 5.692 -0.972 -0.384
H 4.268 0.003 -2.277
H 5.757 0.932 -1.943
H 3.004 1.857 -3.053
H 3.054 3.343 -2.059
H 4.502 2.819 -2.957
*
```

These are the natural (NBO) partial charges, in e, on atoms 1 to 5:
1 C -0.249
2 O -0.554
3 C -0.070
4 C -0.236
5 N -0.649